# 1
Formula: C5H9IO
Source: the Open Molecules 2025 dataset
Level of theory: the ωB97M-V functional and the def2-TZVPD basis

Last column: Mulliken charge in e.
Element x y z (Å)
C: -1.05844 1.71412 0.39581  -0.2638
C: -1.59827 1.15772 1.70886  -0.5555
C: -0.32506 0.71769 1.20505  -0.1739
C: 1.75734 -0.92601 -1.01547  -1.2302
C: 0.52473 -1.81707 -0.73337  0.2221
O: -0.43417 -1.53667 -1.60468  -0.4374
I: 0.70679 -3.79444 -0.34389  0.0714
H: -1.48625 1.27299 -0.48887  0.1384
H: -0.71837 2.79055 0.18424  0.2149
H: -1.58418 1.79622 2.65295  0.1931
H: -2.56897 0.60985 1.88210  0.2099
H: 0.71783 0.86983 1.49156  0.2447
H: 2.39643 -1.37028 -1.83390  0.3899
H: 2.48905 -0.97532 -0.21932  0.3371
H: 1.46046 0.11563 -1.26792  0.3229
H: -0.27894 -0.62479 -2.01315  0.3165

Forces on atoms 1 to 2 (eV/Å):
C 0.2 0.8 -0.6
C -1.5 1.2 2.7

- Molar mass: 212.03 g mol⁻¹
- HOMO-LUMO gap (alpha / beta): 7.3 / 8.8 eV
- Energy above the lowest of the compared OMol25 structures with the same formula, charge and spin: 503.1 kJ/mol
- Maximum force: 0.0636 Eh/bohr

=====

# 2
Formula: C5H9IS
Source: the Open Molecules 2025 dataset
Level of theory: the ωB97M-V functional and the def2-TZVPD basis

Last column: Mulliken charge in e.
Element x y z (Å)
C: 1.37244 0.62092 0.32703  -0.4753
C: 0.64307 -0.46905 1.15138  -0.7452
C: 0.32772 1.19170 -0.54829  -1.1679
C: -0.27166 -1.13751 0.11915  -0.9736
C: -0.82607 0.11998 -0.71365  0.2225
S: -2.41478 0.61906 -0.15469  -0.1376
I: -1.01919 -0.45175 -2.85759  0.0254
H: 1.84498 1.35728 0.88502  0.3906
H: 2.12256 0.10006 -0.28060  0.2835
H: 1.22274 -1.21149 1.65838  0.4027
H: 0.01526 -0.04569 1.83098  0.3368
H: -0.11089 2.05120 -0.19095  0.4126
H: 0.66720 1.37521 -1.47513  0.4678
H: 0.26278 -1.90692 -0.41323  0.3913
H: -1.11463 -1.59892 0.55224  0.4363
H: -2.72152 -0.61407 0.10997  0.1299

Forces on atoms 1 to 2 (eV/Å):
C -0.1 -2.8 0.0
C 0.7 -0.6 -2.3

- Molar mass: 228.10 g mol⁻¹
- HOMO-LUMO gap: 9.2 eV
- Energy above the lowest of the compared OMol25 structures with the same formula, charge and spin: 8.5 kJ/mol
- Maximum force: 0.0700 Eh/bohr

=====

# 3
Formula: C5H9LuMgO4
Source: the Open Molecules 2025 dataset
Level of theory: the ωB97M-V functional and the def2-TZVPD basis

Last column: Mulliken charge in e.
Element x y z (Å)
O: 2.42516 -0.79750 0.90378  -0.7054
C: 2.09949 -2.02750 0.47123  -0.1627
C: 1.00284 -2.26930 -0.27101  -0.2334
O: -0.07240 -1.41482 -0.22994  -0.4164
C: -0.26991 -0.34179 -1.17517  -0.7621
C: -1.49415 0.37540 -0.66228  -0.2133
O: -1.15019 1.03005 0.57011  -0.2967
C: -2.13748 1.83754 1.17906  -0.6139
Lu: 0.88020 0.59239 1.07056  1.7292
H: 2.94029 -2.72321 0.38209  0.4051
H: 0.92803 -3.09544 -0.97786  0.4401
H: -0.38975 -0.71869 -2.19411  0.5620
H: -2.28486 -0.33880 -0.37939  0.3393
H: -1.80235 1.15743 -1.37229  0.4101
H: -1.67241 2.37080 2.01509  0.2886
H: -2.51477 2.57589 0.45738  0.3010
H: -2.91480 1.16624 1.57242  0.3144
Mg: 3.51786 0.78339 0.59785  1.0665
O: 1.91413 1.27773 -0.30465  -0.8002
H: 0.99510 0.56017 -1.65287  0.3478

Forces on atoms 1 to 2 (eV/Å):
O 0.7 0.2 2.2
C 0.6 -1.6 -2.7

- Molar mass: 332.40 g mol⁻¹
- HOMO-LUMO gap: 6.4 eV
- Energy above the lowest of the compared OMol25 structures with the same formula, charge and spin: 370.4 kJ/mol
- Total charge: +2
- Maximum force: 0.0855 Eh/bohr